Entry from the Open Molecules 2025 dataset: a molecular structure, C36H41BBaN10OS3Te at a distorted geometry (the ωB97M-V functional and the def2-TZVPD basis).

Structure (XYZ):
```
94
Properties=species:S:1:pos:R:3:forces:R:3
Ba -0.0348 0.0630 -0.0286 -0.4851 1.5209 0.2884
C 1.3831 3.7219 1.1758 0.0176 0.0141 -0.0131
N -0.0389 3.4207 1.0164 -0.0056 -0.1121 0.1168
C -0.5854 4.0922 -0.1672 0.0733 0.0599 0.0209
C -1.8868 3.4580 -0.6040 -0.1719 -0.0384 -0.0163
N -1.6944 2.2684 -1.4416 0.2388 -0.0103 -0.1390
C -2.9246 1.4863 -1.4727 -0.0488 -0.0607 0.0303
C -1.2197 2.6276 -2.7678 -0.1352 -0.0408 -0.0449
C -2.1459 3.1056 -3.6935 0.0495 0.0001 -0.0060
C -1.7860 3.4401 -4.9876 -0.0514 0.0047 -0.0033
C -0.4573 3.2967 -5.3632 0.0254 0.0190 -0.0468
C 0.4725 2.8420 -4.4503 0.0670 0.0029 -0.0249
C 0.1367 2.4987 -3.1294 -0.0764 -0.0287 0.1664
S 1.4036 1.9629 -2.0471 0.1854 0.0180 -0.2083
C -0.7901 3.7615 2.2045 -0.0111 0.0747 -0.0033
C -0.7962 5.0883 2.6337 -0.0081 -0.0012 0.0168
C -1.4956 5.4956 3.7557 0.0265 0.0257 -0.0184
C -2.2135 4.5536 4.4794 -0.0166 0.0263 0.0303
C -2.2156 3.2357 4.0698 -0.0678 -0.0551 0.0570
C -1.5231 2.8041 2.9284 0.1580 0.0333 -0.1060
S -1.5652 1.0973 2.5442 -0.1667 -0.1023 0.0674
H 1.5839 4.8006 1.2743 0.0027 -0.0052 0.0001
H 1.9107 3.3571 0.2933 0.0075 -0.0077 0.0056
H 1.7569 3.2220 2.0704 0.0020 -0.0032 -0.0034
H 0.1519 4.0135 -0.9658 0.0017 -0.0185 0.0027
H -0.7491 5.1632 0.0283 -0.0038 -0.0123 -0.0164
H -2.5060 4.1919 -1.1453 0.0300 0.0110 0.0224
H -2.4502 3.1539 0.2828 0.0037 0.0001 0.0038
H -3.8165 2.0752 -1.7351 0.0204 -0.0008 -0.0229
H -3.0945 1.0746 -0.4773 -0.0083 0.0076 0.0250
H -2.8276 0.6615 -2.1782 0.0157 -0.0097 0.0161
H -3.1799 3.2106 -3.3888 -0.0217 0.0135 -0.0181
H -2.5288 3.7990 -5.6891 -0.0056 0.0004 0.0048
H -0.1400 3.5412 -6.3705 -0.0207 0.0054 -0.0063
H 1.5108 2.7365 -4.7396 -0.0021 -0.0017 0.0042
H -0.2310 5.8195 2.0685 0.0048 0.0126 0.0023
H -1.4738 6.5338 4.0630 -0.0047 0.0024 0.0050
H -2.7629 4.8421 5.3671 -0.0010 0.0076 0.0054
H -2.7583 2.4877 4.6335 -0.0007 0.0046 0.0041
C -3.9180 -2.6586 1.1427 0.0267 -0.0539 0.0062
C -3.5001 -1.4368 0.6029 0.0227 0.1314 -0.0060
N -2.3931 -1.5732 -0.1119 0.0803 -0.1853 0.0332
N -2.0733 -2.8873 -0.0544 0.0099 -0.0099 -0.1199
C -2.9696 -3.5515 0.7053 0.0356 -0.0765 0.0363
B -0.7384 -3.5112 -0.5413 0.2581 0.0840 0.0832
N 0.2645 -3.4367 0.6747 -0.1201 0.0349 -0.0471
C 0.9753 -4.3715 1.3404 0.0450 -0.1362 -0.0377
C 1.5380 -3.7857 2.4551 0.0501 -0.0197 -0.0484
C 1.1168 -2.4512 2.3963 -0.1084 -0.1872 -0.1156
N 0.3510 -2.2563 1.3375 -0.2325 -0.1418 -0.1094
N -0.1893 -2.8415 -1.8524 -0.0173 -0.0032 0.0203
C 0.3784 -3.5137 -2.8783 -0.0087 -0.1276 0.0673
C 0.7666 -2.6078 -3.8384 0.0144 -0.0281 -0.0174
C 0.3977 -1.3627 -3.3101 -0.0286 -0.1635 0.0316
N -0.1735 -1.5151 -2.1274 -0.1556 -0.2783 -0.0634
N -1.0578 -4.9632 -0.9451 -0.0032 -0.1048 0.0595
C -2.0988 -5.3125 -1.7335 -0.0608 -0.0107 -0.0490
C -1.9535 -6.6353 -2.0771 -0.0261 0.0694 0.0080
C -0.7564 -7.0149 -1.4471 0.0294 -0.0306 -0.0025
N -0.2196 -6.0081 -0.7796 0.0477 -0.0190 -0.0088
H -4.7713 -2.8543 1.7672 -0.0132 -0.0093 0.0067
H -3.9396 -0.4606 0.7286 -0.0269 -0.0049 0.0059
H -2.8556 -4.6074 0.8830 -0.0452 -0.0094 0.0180
H 1.0169 -5.3786 0.9695 0.0233 -0.0059 0.0185
H 2.1585 -4.2553 3.1986 0.0131 -0.0029 0.0041
H 1.3150 -1.6361 3.0749 0.0248 -0.0054 -0.0602
H 0.4636 -4.5873 -2.8457 0.0316 -0.0063 -0.0549
H 1.2452 -2.8150 -4.7794 0.0025 -0.0146 -0.0037
H 0.5279 -0.3682 -3.7081 0.0263 0.0042 -0.0104
H -2.8555 -4.5920 -1.9951 -0.0160 -0.0040 -0.0029
H -2.6111 -7.2307 -2.6857 -0.0069 -0.0100 -0.0069
H -0.2641 -7.9746 -1.4478 0.0031 -0.0171 -0.0044
Te 0.8546 1.2273 4.4136 0.0477 0.0437 0.0019
C 2.3159 -0.1782 5.0409 -0.1146 -0.0286 0.0296
C 3.6780 0.0933 4.9171 0.0380 0.0460 0.0501
C 4.6308 -0.8225 5.3400 0.0432 0.0011 -0.0078
C 4.2394 -2.0415 5.8738 0.0424 -0.0489 0.0093
C 2.8873 -2.3314 5.9913 -0.0495 -0.0112 0.0020
C 1.9361 -1.4062 5.5868 0.0300 0.0060 0.0586
H 3.9972 1.0359 4.4879 -0.0090 0.0092 0.0450
H 5.6841 -0.5856 5.2439 0.0040 0.0013 0.0010
H 4.9821 -2.7612 6.1949 0.0029 -0.0001 -0.0017
H 2.5679 -3.2806 6.4044 0.0073 -0.0082 0.0016
H 0.8829 -1.6366 5.6915 -0.0004 -0.0074 0.0038
C 5.0403 -0.3789 -0.5713 0.0294 0.0576 0.0013
S 3.5321 0.4083 -0.0043 -0.0545 -0.2990 -0.2015
C 3.9154 0.4333 1.7384 0.0798 -0.0177 0.0533
O 2.4828 -0.6653 -0.1624 0.4829 0.2656 0.1733
H 5.1512 -1.3320 -0.0555 -0.0219 -0.0102 0.0094
H 5.8899 0.2762 -0.3804 -0.0008 0.0118 0.0077
H 4.9282 -0.5375 -1.6415 -0.0278 0.0050 -0.0076
H 4.7763 1.0824 1.9043 0.0146 0.0019 0.0020
H 4.1129 -0.5813 2.0837 -0.0149 -0.0130 -0.0036
H 3.0505 0.8428 2.2655 -0.0205 -0.0184 -0.0565
```
Positions in Å, forces in eV/Å.

The value obtained for the highest occupied orbital energy (spin up / spin down) is -4.254 / -4.362 eV. As for the HOMO-LUMO gap (spin up / spin down): 6.4 / 5.7 eV. The spin multiplicity is 2. As for the expectation value of S²: 0.7579. As for the total charge: -1.

Entry from the Open Molecules 2025 dataset: 2 unconnected molecules or ions with the total composition C3H9NS at a distorted geometry (the ωB97M-V functional and the def2-TZVPD basis).

Structure (XYZ):
```
14
Properties=species:S:1:pos:R:3:forces:R:3
C -0.1366 2.6392 -3.2749 -0.7491 0.3478 -0.4290
N -0.2501 3.4701 -2.3266 1.9817 -1.5001 1.3011
H 0.8278 2.3386 -3.6934 0.0664 0.9155 -0.4150
H -1.0102 2.2338 -3.7998 -0.0227 -0.8702 0.5194
H -0.9691 3.2107 -1.6524 -1.2804 1.0970 -0.9691
C 0.2887 -2.7925 2.0769 -0.7099 0.2883 0.0233
S 0.6203 -1.9354 0.5242 0.4135 0.4185 0.1755
C 0.1415 -0.2914 1.1376 -1.1775 -0.8544 -0.0341
H 0.6290 -2.2316 2.9484 0.6246 -0.1081 -0.1734
H -0.7910 -2.8491 2.2461 0.0247 -0.3679 -0.2567
H 0.7338 -3.7797 2.0059 -0.0369 -0.0373 0.2276
H 0.6364 -0.1034 2.0854 0.2834 0.3939 -0.1917
H -0.9292 -0.3969 1.3360 0.0129 0.2555 0.2167
H 0.2086 0.4875 0.3866 0.5694 0.0215 0.0054
```
Positions in Å, forces in eV/Å.

The value obtained for the highest occupied orbital energy is -8.510 eV. The value obtained for the energy above the lowest of the compared OMol25 structures with the same formula, charge and spin is 192.6 kJ/mol. As for the HOMO-LUMO gap: 9.3 eV. The spin multiplicity is 1. As for the SMILES: C=N.CSC.

Entry from the Open Molecules 2025 dataset: a molecular structure, C20H15IrN5O5S6 at a distorted geometry (the ωB97M-V functional and the def2-TZVPD basis).

Structure (XYZ):
```
52
Properties=species:S:1:pos:R:3:forces:R:3
Ir 0.0316 -0.2536 0.0338 -0.6543 1.2332 0.2044
O 1.3768 3.1504 4.2167 0.0141 -0.0699 -0.0073
C 0.8151 3.9625 3.3082 -0.0442 -0.0013 -0.0949
C 0.7278 5.3182 3.6271 0.0104 0.0471 0.0543
C 0.1569 6.2141 2.7479 0.0022 -0.0477 -0.0143
C -0.3487 5.7815 1.5241 -0.0235 0.0048 -0.0386
C -0.2643 4.4450 1.1981 0.0088 0.0201 0.0079
C 0.3156 3.5188 2.0701 -0.0862 -0.0108 -0.1466
C 0.3723 2.1063 1.6451 0.2271 0.1172 0.6032
O -0.1377 1.7978 0.5057 0.0706 -1.7020 -0.5600
N 0.9459 1.2443 2.4541 -0.1533 0.3494 -0.0399
N 0.9267 -0.0184 1.9128 -0.0733 -0.7464 -0.6717
C 1.4547 -0.9602 2.6004 0.1122 0.1123 0.1376
S 2.2174 -0.6517 4.1469 -0.0042 -0.0928 -0.0815
C 2.5328 -2.4118 4.4834 -0.0534 0.1554 0.0236
C 2.8040 -3.0979 3.1626 -0.0975 0.0583 -0.1516
S 1.4731 -2.6076 2.0195 0.0289 -0.0102 0.0700
H 1.3740 2.2407 3.8427 0.0182 0.0334 0.0457
H 1.1236 5.6412 4.5808 0.0077 -0.0165 -0.0026
H 0.1060 7.2626 3.0129 -0.0006 -0.0032 0.0174
H -0.8007 6.4828 0.8362 0.0142 0.0005 -0.0002
H -0.6451 4.0796 0.2543 -0.0044 0.0162 0.0015
H 1.6548 -2.8314 4.9725 0.0330 -0.0532 0.0204
H 3.3888 -2.4650 5.1549 0.0031 -0.0150 -0.0015
H 2.7763 -4.1826 3.2538 -0.0057 -0.0051 -0.0091
H 3.7573 -2.7892 2.7363 0.0393 -0.0283 0.0590
S -3.8487 -2.1897 -1.1378 0.3297 0.0282 -0.0116
C -2.4163 -1.5496 -0.6977 -0.9580 -0.2355 0.3155
S -1.9507 -1.1088 0.9150 0.1102 0.2579 -0.0987
S -1.1127 -1.1447 -1.7912 0.8966 0.3385 0.5039
O 8.3478 2.6585 -0.3643 -0.0806 -0.0202 0.0073
S 8.7964 2.9433 -1.7118 -0.2737 -0.1240 -0.2404
O 10.0227 2.2757 -2.0966 -0.0058 0.0020 -0.0452
O 8.6870 4.3347 -2.1169 0.0494 0.0132 0.0263
C 7.5113 2.1810 -2.8066 1.0102 0.4776 0.6138
N 7.8578 2.0259 -4.0860 -0.7187 -0.3120 -0.2912
C 6.8984 1.5297 -4.8679 0.6786 0.2956 0.2662
C 5.6475 1.1929 -4.3925 -0.7780 -0.2435 0.0716
C 5.3930 1.3834 -3.0387 1.2701 0.4097 -0.3639
N 6.3489 1.8942 -2.2508 -0.6499 -0.3239 -0.2023
C 4.1389 1.0256 -2.3713 -0.8470 -0.2537 0.4383
C 4.0133 1.1859 -0.9897 0.3050 0.0543 -0.2426
C 2.8612 0.7919 -0.3528 -0.1709 -0.1169 0.1289
N 1.8121 0.2386 -0.9892 0.3950 0.4756 -0.2824
C 1.9172 0.1144 -2.3208 -0.1931 -0.1500 0.1031
C 3.0332 0.4882 -3.0315 0.3824 0.1016 -0.0678
H 7.1644 1.3976 -5.9111 -0.1029 -0.0295 -0.0421
H 4.8935 0.7899 -5.0566 0.0837 -0.0029 -0.0382
H 4.8404 1.6114 -0.4368 -0.0200 -0.0089 0.0296
H 2.7728 0.9080 0.7179 -0.0312 0.0214 -0.0112
H 1.0708 -0.3200 -2.8328 -0.0262 0.0309 0.0017
H 3.0361 0.3477 -4.1028 -0.0440 -0.0308 0.0058
```
Positions in Å, forces in eV/Å.

The value obtained for the highest occupied orbital energy is -5.590 eV. The value obtained for the energy above the lowest of the compared OMol25 structures with the same formula, charge and spin is 56.8 kJ/mol. As for the HOMO-LUMO gap: 5.9 eV. The spin multiplicity is 1. As for the total charge: -1.

Entry from the Open Molecules 2025 dataset: a single C4H6N2O molecule (the ωB97M-V functional and the def2-TZVPD basis).

Structure (XYZ):
```
13
Properties=species:S:1:pos:R:3:forces:R:3
N 1.8787 -0.4313 -0.2739 0.0712 -0.3605 -0.1437
C 0.4636 -0.3458 -0.0923 -0.1333 0.2665 0.0595
C -0.6904 -1.1799 -0.2646 0.0010 -0.0032 -0.0148
C -1.7852 -0.4038 0.0138 -0.0133 -0.0867 0.0061
N -1.3497 0.8711 0.3543 0.0574 0.0857 0.0266
C 0.0031 0.8837 0.2911 -0.1146 -0.3045 -0.1119
O 0.7926 1.9387 0.5528 0.0965 -0.0349 0.0246
H 2.1516 -0.4111 -1.2500 -0.0261 -0.1323 0.0765
H 2.3322 -1.2135 0.1802 -0.1379 0.0168 -0.0155
H -0.7261 -2.2285 -0.5323 0.0481 0.1909 -0.0016
H -2.8386 -0.6435 0.0219 0.1868 0.0268 -0.0157
H -1.9327 1.6681 0.5491 0.0880 -0.1406 0.0237
H 1.6725 1.5059 0.4452 -0.1238 0.4760 0.0860
```
Positions in Å, forces in eV/Å.

The value obtained for the highest occupied orbital energy is -7.495 eV. The value obtained for the energy above the lowest of the compared OMol25 structures with the same formula, charge and spin is 92.9 kJ/mol. As for the HOMO-LUMO gap: 8.5 eV. The spin multiplicity is 1. As for the SMILES: Nc1cc[nH]c1O.

Entry from the Open Molecules 2025 dataset: a single C3H7FN2O molecule at a distorted geometry (the ωB97M-V functional and the def2-TZVPD basis).

Structure (XYZ):
```
14
Properties=species:S:1:pos:R:3:forces:R:3
N -0.2401 1.7033 -0.0933 -0.8078 -1.9906 -2.3187
C -0.5001 0.2917 -0.5537 0.0963 1.3489 2.1445
C 0.7158 -0.5141 -0.4033 0.3437 -1.9209 -0.4212
N 1.8101 -0.0243 -0.0208 -0.0057 0.5592 0.0613
O 2.8150 -0.9728 -0.0112 0.1093 -0.6671 0.1291
C -1.5873 -0.4090 0.2892 0.3095 1.0908 1.3355
F -1.7534 -1.7137 -0.1075 -0.3719 -0.1080 -0.3045
H 0.4828 1.7838 0.5670 0.8608 -0.1441 0.9272
H -1.0858 2.1090 0.1985 -0.9826 0.7743 0.5411
H -0.8565 0.2608 -1.5620 -0.0276 0.1987 -0.8691
H 0.6003 -1.6210 -0.5636 0.3502 1.0644 -0.0844
H 3.4534 -0.6570 0.6326 0.0993 0.2603 -0.0377
H -2.5120 0.1719 0.2552 -0.3011 -0.3544 -0.5221
H -1.3422 -0.4087 1.3729 0.3277 -0.1115 -0.5811
```
Positions in Å, forces in eV/Å.

The value obtained for the highest occupied orbital energy is -9.657 eV. The value obtained for the energy above the lowest of the compared OMol25 structures with the same formula, charge and spin is 160.2 kJ/mol. As for the HOMO-LUMO gap: 10.7 eV. The spin multiplicity is 1. As for the SMILES: N[C@@H](/C=N/O)CF.

Entry from the Open Molecules 2025 dataset: a single C4H8O2 molecule at a distorted geometry (the ωB97M-V functional and the def2-TZVPD basis).

Structure (XYZ):
```
14
Properties=species:S:1:pos:R:3:forces:R:3
C -0.9342 -0.4333 1.8212 0.2825 0.1857 0.0973
O -1.2760 -0.3484 0.4446 0.5334 0.8171 -0.3962
C -0.3225 -0.0389 -0.6110 0.8326 0.7553 -0.8017
C 0.5761 1.3232 -1.0701 -0.9255 -0.1118 0.8167
C 0.7530 -1.0853 -0.6757 0.6546 -0.0621 -0.3710
O 1.8165 -0.8071 -1.1757 0.1664 -1.0787 0.1941
H -1.8188 -0.7947 2.3696 0.1909 0.2034 -0.4668
H -0.1226 -1.1410 2.0535 -0.0181 0.1924 -0.3189
H -0.6755 0.5556 2.2012 0.1129 -0.0012 0.1539
H -1.0146 -0.0790 -1.4486 0.2265 -0.5017 -0.3479
H -0.1080 2.1242 -1.3262 -0.1820 0.2887 0.4603
H 1.3347 1.6309 -0.3402 -0.5374 -0.0078 0.1542
H 1.1922 1.1844 -1.9937 -1.0135 -0.7098 0.7615
H 0.5997 -2.0907 -0.2488 -0.3233 0.0305 0.0646
```
Positions in Å, forces in eV/Å.

The value obtained for the highest occupied orbital energy is -9.683 eV. The value obtained for the energy above the lowest of the compared OMol25 structures with the same formula, charge and spin is 282.4 kJ/mol. As for the HOMO-LUMO gap: 10.4 eV. The spin multiplicity is 1. As for the SMILES: CO[C@@H](C)C=O.

Looking at calculated total energy for the records above, in order, we have -3532.398808 -572.566749 -3914.729933 -340.759518 -403.048391 -307.604860 Eh.